No. 1
Below is a 9-piece molecular cluster, C31H65N2O24S overall at a distorted geometry, with properties calculated with the ωB97M-V functional and the def2-TZVPD basis.

Positions of all 123 atoms, in Å:
H 7.8282 -4.4443 -6.6619
C -11.9609 10.2857 3.3043
C 0.5656 -5.4569 10.8190
O 0.6907 -1.0429 -7.8346
O 0.5768 -8.7809 4.1199
H 0.1248 -3.0460 -7.7974
H 4.0136 0.8919 -6.0374
H 7.5376 -2.6987 -6.7860
H 4.8839 1.3557 -2.1368
H 5.8632 -0.6929 -2.6878
C -3.8371 3.2005 -0.4599
H -10.9781 3.2052 2.2258
O 1.8497 -10.2703 2.9199
H 1.1247 2.0551 -2.5368
H 2.9779 -4.4704 4.7099
C 2.3818 -9.1736 2.1794
O -1.8945 2.0017 -1.8624
C 0.9859 -3.5534 9.5276
H 3.9277 -0.8504 -5.7147
H -0.9099 -1.9504 -8.7337
H -10.1243 6.6984 0.5347
H 2.5304 3.2469 -4.1450
H -10.1928 4.4774 1.2709
N 6.7376 4.5854 -2.2190
C 3.3346 0.0644 -5.8140
O 0.5261 -11.0478 4.4909
H -12.3126 11.3209 3.2864
O -9.8897 2.5192 0.6323
H 4.7323 5.4219 -2.2998
H 2.3942 -1.6099 8.4173
H 2.7164 1.1107 -2.1802
H 6.1580 -3.8583 -6.7821
H -6.6866 1.7593 -1.4102
H -8.8044 7.5316 -0.3085
O 1.3188 -2.9048 10.5072
H 1.6351 -5.4903 4.1584
C 6.7556 1.9814 -2.7655
C 4.5835 3.2874 -3.0914
H 0.2279 -6.4903 10.7011
H 1.1628 1.9325 -0.1144
C -10.6701 8.8117 2.0277
H 3.0922 -9.5713 1.4495
H 1.2711 -3.9389 4.9379
H 4.4838 -1.8526 -2.6839
H 4.8878 3.6789 -4.1781
O -11.1746 10.0668 2.1346
H -7.6535 2.8005 -2.5187
H -0.6994 -11.7986 5.9497
O 2.4094 -0.0507 -6.8933
H -1.9544 0.6163 -4.1599
O 0.9547 -3.1042 8.2475
H 2.9172 -8.4847 2.8408
H -1.6541 -0.5073 -2.7833
C -9.3552 7.4711 0.6343
O 1.9897 -3.8490 2.9861
O 6.3509 -2.6748 -3.0982
C 6.2961 -2.6142 -4.4526
H -1.3422 -10.3724 5.1132
H 2.8113 0.2913 -4.8795
H -12.8342 9.6255 3.3115
H 8.5487 3.4124 -2.7420
C 0.9465 -9.9173 3.8691
C 2.7646 -0.7448 1.5498
O -4.1219 2.0882 -1.3059
H 1.2941 -1.4924 7.0305
H 5.0712 1.3999 -3.8447
C -3.0392 1.5863 -1.9517
C 2.3930 -2.5534 2.9849
H 2.7013 -0.4924 0.4878
H -11.3582 10.1425 4.2069
H 6.9526 5.5211 -2.6776
C 1.5006 -1.0474 -6.7458
O -3.4508 0.5421 -2.7143
O -9.9500 8.7440 0.8797
H -3.1391 2.9136 0.3333
H -4.7738 3.5200 0.0052
C -0.3222 -2.0468 -7.8166
H -0.9918 -1.9043 -6.9622
H 4.3541 1.1474 -0.0324
C 5.5398 -1.7077 -2.4341
S 3.5513 2.1454 0.5451
H -9.2260 3.4363 2.3795
H 1.5707 -5.4704 11.2526
O -8.7421 1.7613 -1.0803
H 5.0046 4.1713 -0.9151
H 0.6875 -1.0783 8.6453
C 2.0748 2.5798 -0.5304
C -2.4092 -0.0889 -3.4567
H -0.0116 -10.2050 6.3170
H 1.7238 3.7031 -0.4432
H -3.4395 4.0373 -1.0432
H 7.2703 1.1351 -3.3958
O -10.8355 7.9021 2.8254
H 7.3174 3.6922 -4.1607
C -0.4344 -10.8277 5.5220
O 2.3619 -2.1043 1.7048
H 5.6605 -1.8477 -1.3565
C 1.9728 -4.4570 4.2762
H -0.1361 -4.9389 11.4807
O -7.9786 3.6331 0.0116
H -7.6907 1.0341 -2.6802
O 1.4248 -1.8144 -5.7987
H -2.8511 -0.9088 -4.0295
N 5.2241 1.9320 -2.9371
O 0.5825 -4.8489 9.5289
H 2.0947 -0.0783 2.1025
C -7.6262 1.8574 -1.9634
H 3.8014 -0.6099 1.8745
C 7.1497 -3.6362 -6.3748
O 2.7259 -1.9048 3.9644
H 1.5867 -8.6519 1.6369
O 7.1076 -3.5812 -4.9502
C -8.7878 2.7298 -0.1310
C 2.2331 2.1868 -2.1140
C -10.0680 3.4698 1.6806
C 1.3574 -1.7448 8.0925
H -8.6483 7.2154 1.4302
O 5.6325 -1.8270 -5.1090
H 6.9676 1.7008 -1.6243
H 2.6021 4.3783 -2.6217
C 2.9497 3.3191 -3.0494
C 7.3993 3.4689 -2.9960
C 5.2501 4.3795 -2.0400

* charge: +1
* multiplicity: 1
* LUMO level: -2.82 eV

These are the Löwdin partial charges, in e, on atoms 1 to 2: H 0.1019; C -0.0514



No. 2
Below is a 3-piece molecular cluster, C31H65N2O7PS2 overall at a distorted geometry, with properties calculated with the ωB97M-V functional and the def2-TZVPD basis.

Positions of all 108 atoms, in Å:
H -2.0302 0.9695 4.3995
O -1.3685 -1.4386 2.7159
C -2.1703 0.7951 3.3388
H 5.4868 2.3271 -5.4015
C -5.3974 -4.5900 -0.8269
H -3.3342 -3.1356 2.2330
C 2.0262 5.4345 1.8020
H -3.4075 3.1819 1.1290
H 0.6096 1.1508 3.4018
H 5.7751 1.9654 -3.1650
C -5.0295 -2.9565 0.9227
N -6.0060 -3.6646 0.1117
C -3.2662 2.1445 1.4401
O -1.5234 -1.8428 0.2829
C 0.8846 -0.3450 0.0500
H 5.3337 1.6387 -7.7378
H -3.0705 0.1972 3.2188
C 2.7795 4.2142 2.1871
C 1.4139 -0.6579 2.5171
H -4.8981 -5.4351 -0.3261
H 1.8656 -1.4358 3.1282
H -7.9950 -5.8639 1.8723
H -5.6648 2.5522 0.1609
H 0.9901 5.3098 1.5101
C -2.2972 2.1530 2.6232
H 0.3124 -2.4162 5.8950
C 5.3525 0.8749 -6.9597
H -6.5572 -5.2166 2.6401
H 3.0265 -0.1596 -0.0441
H 6.2587 0.4145 -2.5387
C 6.0294 1.4315 -5.7166
H -5.8431 -5.7817 -2.5575
H -1.3041 2.3959 2.2262
H 3.6349 6.7501 1.9442
H -2.8288 1.6294 0.5840
H 8.7470 -0.8065 -4.5394
N 6.0292 0.5075 -4.5962
H 2.3558 -1.3972 -1.0751
C 1.9007 2.0197 -1.7118
H 8.1966 2.2112 -4.1040
C 2.5655 6.6451 1.8187
H -6.8544 -4.3396 -2.4094
C 8.0323 -0.9001 -5.3554
C 2.9462 2.8287 -0.9445
H -5.6631 3.4885 1.6369
C -5.7834 2.4765 1.2452
H 7.9766 2.2863 -2.3607
H -2.5327 2.9565 3.3190
C 2.1954 0.5379 -1.9462
C 7.8918 1.6332 -3.2314
H -6.4130 -6.1885 1.1734
H 0.0254 -0.4969 -0.5977
H -7.9584 -4.3471 0.0820
C 6.4501 1.1225 -3.3509
O -0.5482 0.1683 6.0441
C 2.9686 2.5655 0.5452
C -7.1664 1.9292 1.5659
H 5.9400 -1.2928 -5.6106
H -7.2614 1.7528 2.6373
H -4.6134 -4.0457 -1.3594
C -7.1723 -4.1630 0.8180
H 8.2628 -0.1372 -6.1002
H -1.0062 0.2927 1.6719
H 1.4072 0.1702 -2.6063
H -3.7461 -4.6559 1.4547
H -0.5438 1.1301 5.9618
O -0.5144 -3.4924 1.7589
H 8.6033 0.8209 -3.0909
H 8.2038 -1.8728 -5.8199
C -4.1673 -3.7575 1.9050
C -7.0134 -5.4283 1.6745
H 1.9490 2.4611 0.9195
H 1.9577 7.5299 1.7136
H -5.5547 -2.1681 1.4726
H -7.9372 2.6561 1.3075
H -4.7919 1.3438 2.8016
H 5.8804 0.0122 -7.3661
C -4.6644 1.5626 1.7417
S 2.3359 -0.2209 5.7145
H 3.1528 0.4453 -2.4615
H 1.8148 2.4657 -2.7045
S -0.7162 -2.1121 1.4388
H 1.5411 -2.1926 0.9982
H -4.7221 -4.0447 2.7985
H 7.0428 1.7660 -5.9906
H -7.5572 -3.3513 1.4408
O 3.5884 3.7024 1.2208
H 4.3241 0.5813 -6.7450
H 0.9192 2.1619 -1.2516
C 0.9043 -1.3416 1.2251
H 3.9281 2.6895 -1.3984
O 2.6731 3.7236 3.2566
H 3.5656 1.7024 0.8262
H -4.7662 0.6326 1.1792
H 6.4619 -1.4137 -3.9647
H 2.6916 3.8840 -1.0578
C -6.3765 -5.1453 -1.8503
H -7.1546 -5.7549 -1.3899
P 0.5271 -0.5110 5.0740
H -7.3788 1.0200 1.0077
H 0.7722 0.6533 0.4818
C -1.0385 -0.0073 2.7215
C 0.3411 0.0921 3.3594
H -4.3562 -2.4344 0.2355
H 2.2112 0.0314 2.2537
C 6.5789 -0.8102 -4.8683
C 2.1973 -0.3757 -0.7201
O 0.1282 -2.0452 5.0168

* structure (SMILES): C=CC(=O)OCCCCCC[C@H]1C[C@H](P(O)(O)=S)[C@H](CCCCCC)OS1(=O)=O.CCN(CC)CC.CCN(CC)CC
* multiplicity: 1
* LUMO level: 0.28 eV

These are the Löwdin partial charges, in e, on atoms 1 to 2: H 0.0972; O -0.1985